1.
15
Properties=species:S:1:pos:R:3 method="wB97M-V/def2-TZVPD" total_charge=0 energy_ev=-7826.6693 homo_lumo_gap_ev=8.87 homo_ev=-7.93
C 2.20202 0.53431 0.02663
O 0.79837 0.47190 0.09030
C 0.30039 -0.85246 0.04775
C -1.15100 -0.97711 -0.38892
C -2.09103 0.30129 0.49892
N -1.69155 0.25661 -0.91174
H 2.58097 0.02473 -0.87299
H 2.67092 0.07393 0.90911
H 2.48442 1.58892 -0.01747
H 0.45506 -1.36197 1.01138
H 0.85335 -1.43321 -0.71046
H -1.93584 -0.86750 0.76670
H -1.48265 0.92342 1.15114
H -3.17078 0.37917 0.63263
H -0.93274 0.93643 -1.00758

=====

2.
78
Properties=species:S:1:pos:R:3 method="wB97M-V/def2-TZVPD" total_charge=+1 energy_ev=-44026.1922 homo_lumo_gap_ev=2.84 homo_ev=-7.99
Ba 0.23995 0.93222 1.26052
O 4.89372 5.45790 -1.71507
C 4.03950 4.69461 -1.05092
O 2.87138 5.05152 -0.78375
O 4.35487 3.50213 -0.70910
H 4.29476 6.19487 -1.85539
C -0.61396 -4.13700 2.75054
O 0.39369 -3.81923 1.73533
C 0.63858 -4.98584 0.87318
C 1.93355 -4.70872 0.09982
N 1.76756 -3.71975 -0.97211
C 3.07297 -3.51257 -1.70143
C 3.42729 -4.62177 -2.71791
O 2.37791 -4.79299 -3.60573
C 2.70428 -5.72602 -4.67567
H -0.36033 -4.78093 3.59263
H -1.44453 -4.60300 2.22037
H -0.89525 -3.14492 3.10376
H -0.20889 -5.20882 0.22497
H 0.83168 -5.89651 1.44018
H 2.15503 -5.68283 -0.33625
H 2.72075 -4.50207 0.82487
H 1.35209 -4.32190 -1.66846
H 3.88766 -3.30244 -1.00845
H 2.95847 -2.60074 -2.28757
H 3.55152 -5.53360 -2.13375
H 4.41384 -4.44851 -3.14780
H 1.91159 -5.55537 -5.40411
H 2.62026 -6.77737 -4.40053
H 3.54882 -5.39956 -5.28252
C -4.90181 0.39554 0.20496
O -3.91699 0.15818 -0.77978
C -4.45709 0.04508 -2.14344
C -3.38939 -0.21684 -3.17528
N -2.46694 0.94068 -3.20784
C -1.43744 0.81026 -4.26256
C -1.93959 1.13943 -5.68230
O -2.72645 2.29306 -5.72923
C -4.12803 2.00461 -5.81679
H -5.47446 -0.51847 0.36229
H -5.57124 1.23736 0.02805
H -4.38650 0.73848 1.10215
H -5.11061 0.85571 -2.46579
H -5.07579 -0.85230 -2.14788
H -3.78233 -0.33981 -4.18453
H -2.89324 -1.15889 -2.94190
H -2.98708 1.70248 -3.61918
H -0.97218 -0.17543 -4.27025
H -0.65551 1.47924 -3.90318
H -2.15794 0.22535 -6.23446
H -1.03543 1.49106 -6.17924
H -4.22086 1.04634 -6.32789
H -4.70532 2.77483 -6.32825
H -4.55829 1.96151 -4.81624
C -1.96282 4.49766 2.15882
O -1.28252 3.74346 3.17323
C -0.93235 4.60810 4.30143
C -0.47942 3.69005 5.44126
N 0.79111 3.06630 5.11678
C 1.22919 2.06731 6.11592
C 2.63035 1.46586 5.78801
O 2.88502 1.14415 4.43843
C 4.07398 0.46890 4.13285
H -1.33060 5.27374 1.72744
H -2.85153 4.98163 2.56389
H -2.29330 3.80383 1.38586
H -1.80160 5.14926 4.67514
H -0.15917 5.34471 4.08301
H -1.31961 2.99835 5.50244
H -0.47276 4.33699 6.31849
H 1.47903 3.80574 5.12661
H 0.55988 1.21234 6.21162
H 1.35364 2.42965 7.13637
H 2.87161 0.65792 6.47875
H 3.28808 2.30620 6.01009
H 4.00945 -0.60719 4.29398
H 4.92676 0.96047 4.60107
H 4.29943 0.50619 3.06707

=====

3.
64
Properties=species:S:1:pos:R:3 method="wB97M-V/def2-TZVPD" total_charge=-1 energy_ev=-76015.2792 homo_lumo_gap_ev=8.36 homo_ev=-6.26
N -1.98020 0.14798 1.85992
O -1.23520 -0.82802 1.41592
O -2.95120 -0.13502 2.52692
O -1.90720 1.31598 1.35292
O 0.67180 2.40098 -5.13408
S 1.49480 3.08598 -4.21908
O 1.82780 4.48198 -4.58308
O 0.61280 3.11098 -2.77808
C -0.54620 3.87598 -2.73908
C -1.14220 3.84898 -1.29308
C 2.96080 2.20598 -3.84408
H -1.26220 3.65998 -3.45408
H -0.15920 4.92398 -2.96908
H -1.32120 2.80998 -0.81808
H -2.15420 4.33498 -1.30608
H -0.69720 4.43098 -0.59608
H 3.69280 2.19298 -4.60108
H 2.96780 1.04898 -3.79108
H 3.30280 2.57398 -3.05308
O -0.88920 -1.68102 -3.92908
S -1.21920 -3.10502 -3.55608
O -0.25020 -3.87102 -2.89008
O -2.63220 -3.16702 -2.58708
C -2.34420 -2.91002 -1.23208
C -3.52120 -2.81502 -0.33508
C -1.71920 -3.68502 -5.04108
H -1.67820 -2.00602 -1.13108
H -1.58920 -3.77702 -0.73108
H -4.00220 -1.97802 -0.58708
H -3.02220 -2.61802 0.66492
H -3.98320 -3.65602 -0.48408
H -0.90120 -3.79102 -5.78308
H -2.54820 -3.18502 -5.44008
H -2.08420 -4.67702 -4.66408
C 1.18380 0.01798 -1.03408
C 1.81180 0.78698 0.08092
O 3.15180 0.39498 0.23892
C 3.45580 -0.44102 -0.67908
O 4.57780 -0.86002 -0.88208
O 2.46180 -0.65302 -1.50008
H 0.71680 0.65098 -1.88908
H 0.38980 -0.68302 -0.43808
H 1.16980 0.79998 0.92292
H 1.84880 1.81198 -0.17308
C -0.53420 1.75298 4.47392
C -2.06420 1.68698 5.08092
O -2.11020 2.74998 5.94492
C -0.85520 3.11098 6.30792
O -0.60420 3.93998 7.15992
O 0.09580 2.57698 5.44492
H -0.24020 2.27098 3.38692
H 0.06080 0.83398 4.47092
H -2.41820 0.75898 5.56092
H -2.75420 1.93698 4.35592
C 2.57680 -2.46502 3.64092
C 1.56780 -1.77502 2.65392
O 1.68780 -2.72102 1.73592
C 2.10680 -3.84802 2.16592
O 2.03080 -4.83402 1.39892
O 2.46380 -3.82602 3.35292
H 2.11980 -2.25602 4.54892
H 3.57380 -1.90802 3.91292
H 2.07080 -0.90302 2.42392
H 0.66680 -1.47402 3.08092